[1]
Computed, not measured: one molecule with the formula C5H6O2S in a non-equilibrium geometry, with wB97M-V/def2-TZVPD.

The geometry in XYZ format:
```
14
Properties=species:S:1:pos:R:3
S -0.920 -1.791 0.057
O -0.401 0.656 1.107
O -1.944 0.829 -2.021
C -0.551 0.080 -0.174
C 0.937 0.366 1.367
C -1.788 0.549 -0.875
C 0.807 0.074 -0.870
C 1.739 -0.021 0.399
H 0.993 0.987 -1.349
H 2.748 -0.503 0.406
H 1.180 0.532 2.397
H 0.999 -0.683 -1.655
H -2.748 0.563 -0.102
H -1.051 -1.637 1.312
```

Values from the calculation:
- relative energy (zero: lowest compared OMol25 entry of this formula, charge and spin) (kJ/mol) = 194.43
- charge = 0
- HOMO level (eV) = -9.316
- SMILES = O=C[C@@]1(S)CC=CO1
- E_tot (Ha) = -742.7108

[2]
Computed, not measured: one molecule with the formula C5H6O3 in a non-equilibrium geometry, with wB97M-V/def2-TZVPD.

The geometry in XYZ format:
```
14
Properties=species:S:1:pos:R:3
O 1.395 -1.530 0.964
O -3.016 -0.944 0.381
O -0.037 -1.379 -0.955
C 1.242 -1.493 -0.458
C 1.720 -0.363 0.178
C -0.584 -0.164 -0.365
C 0.629 0.704 0.201
C -1.915 -0.013 0.205
H 0.845 1.625 -0.416
H 0.479 1.025 1.329
H -2.122 1.098 0.435
H 2.062 -1.814 -1.110
H -3.469 -1.174 -0.533
H 2.740 -0.160 0.138
```

Values from the calculation:
- relative energy (zero: lowest compared OMol25 entry of this formula, charge and spin) (kJ/mol) = 398.39
- charge = 0
- HOMO level (eV) = -8.802
- SMILES = O/C=C1/C[C@H]2O[C@H]2O1
- E_tot (Ha) = -419.6877

[3]
Computed, not measured: C5H6O3Pm as an isolated structure in a non-equilibrium geometry, with wB97M-V/def2-TZVPD.

The geometry in XYZ format:
```
15
Properties=species:S:1:pos:R:3
Pm 5.278 0.525 0.055
O 2.602 0.513 -0.507
O 1.289 -0.957 0.538
O 0.447 0.343 -1.005
C -1.469 1.517 0.819
C 1.510 -0.010 -0.334
C -1.790 0.495 -0.084
C -0.101 -1.331 0.518
C -0.705 -0.429 -0.572
H -1.036 -1.008 -1.441
H -2.748 -0.009 0.120
H -2.027 1.775 -0.524
H -0.512 -1.138 1.515
H -0.170 -2.396 0.282
H -0.568 2.111 0.619
```

Values from the calculation:
- relative energy (zero: lowest compared OMol25 entry of this formula, charge and spin) (kJ/mol) = 152.76
- spin multiplicity = 6
- charge = +2
- HOMO level (spin up / spin down) (eV) = -13.401 / -13.401
- <S²> = 8.755
- E_tot (Ha) = -1027.3934

[4]
Computed, not measured: one molecule with the formula C5H6OS2 in a non-equilibrium geometry, with wB97M-V/def2-TZVPD.

The geometry in XYZ format:
```
14
Properties=species:S:1:pos:R:3
S 2.230 0.196 -0.188
S 1.169 -1.742 -0.049
O 2.464 0.856 1.063
C 0.993 1.075 -1.078
C -0.614 -1.322 -0.585
C -1.058 0.044 -0.258
C -1.049 0.535 2.310
C -1.107 0.411 1.096
H -0.806 -1.574 -1.570
H -1.001 -2.171 0.131
H -1.038 0.445 3.275
H 0.698 2.115 -1.011
H -1.915 0.284 -0.996
H 1.035 0.850 -2.140
```

Values from the calculation:
- relative energy (zero: lowest compared OMol25 entry of this formula, charge and spin) (kJ/mol) = 576.50
- charge = 0
- HOMO level (eV) = -8.365
- E_tot (Ha) = -1065.5092

[5]
Computed, not measured: one molecule with the formula C5H6OS2 in a non-equilibrium geometry, with wB97M-V/def2-TZVPD.

The geometry in XYZ format:
```
14
Properties=species:S:1:pos:R:3
S 2.334 -1.237 -0.107
S -1.639 -0.403 -0.104
O -1.590 -2.953 -0.191
C -0.870 -1.860 -0.134
C 0.817 -0.240 -0.304
C -0.292 0.610 0.435
C -0.141 1.979 -0.245
C 0.539 -1.572 0.274
H 0.785 2.440 0.324
H 0.524 -0.451 -1.337
H -1.157 2.781 -0.091
H 0.761 -1.595 1.353
H 0.420 1.769 -1.430
H -0.492 0.732 1.557
```

Values from the calculation:
- relative energy (zero: lowest compared OMol25 entry of this formula, charge and spin) (kJ/mol) = 520.02
- charge = 0
- HOMO level (eV) = -9.519
- SMILES = C[C@H]1SC(=O)[C@H]2S[C@@H]21
- E_tot (Ha) = -1065.5307

[6]
Computed, not measured: one molecule with the formula C5H6S in a non-equilibrium geometry, with wB97M-V/def2-TZVPD.

The geometry in XYZ format:
```
12
Properties=species:S:1:pos:R:3
S -0.272 2.032 -0.118
C 0.051 -1.121 0.319
C 1.184 -0.068 0.682
C -1.368 0.676 -0.700
C 1.128 1.187 0.622
C -1.048 -0.626 -0.689
H 2.024 -0.333 1.102
H 0.388 -1.938 -0.267
H -0.461 -1.522 1.224
H -2.025 1.043 -1.506
H -1.658 -1.255 -1.496
H 2.058 1.925 0.827
```

Values from the calculation:
- relative energy (zero: lowest compared OMol25 entry of this formula, charge and spin) (kJ/mol) = 175.50
- charge = 0
- HOMO level (eV) = -8.055
- SMILES = C1=CSC=CC1
- E_tot (Ha) = -592.2050

[7]
Computed, not measured: C5H6S as an isolated structure in a non-equilibrium geometry, with wB97M-V/def2-TZVPD.

The geometry in XYZ format:
```
12
Properties=species:S:1:pos:R:3
S -1.720 -0.391 0.661
C -0.543 -0.579 -0.759
C 0.531 -1.044 0.218
C 0.277 1.409 0.163
C -0.159 0.880 -1.052
C -0.012 0.175 1.112
H 0.106 0.173 2.239
H -0.510 1.418 -1.912
H -0.577 -1.208 -1.618
H 0.309 -2.166 0.538
H 1.605 -0.933 -0.189
H 0.694 2.266 0.598
```

Values from the calculation:
- relative energy (zero: lowest compared OMol25 entry of this formula, charge and spin) (kJ/mol) = 210.08
- charge = 0
- HOMO level (eV) = -8.306
- E_tot (Ha) = -592.1919

[8]
Computed, not measured: one molecule with the formula C5H6S in a non-equilibrium geometry, with wB97M-V/def2-TZVPD.

The geometry in XYZ format:
```
12
Properties=species:S:1:pos:R:3
S 2.369 1.165 0.063
C -2.298 -0.282 1.306
C -0.962 -0.270 0.604
C 1.865 0.503 -1.512
C 0.053 -0.103 -0.046
C 1.370 -0.261 -0.408
H 1.923 -1.207 -0.138
H 1.084 1.076 -1.885
H 2.537 0.158 -2.292
H -2.283 -0.924 2.252
H -3.034 -0.680 0.620
H -2.623 0.825 1.437
```

Values from the calculation:
- relative energy (zero: lowest compared OMol25 entry of this formula, charge and spin) (kJ/mol) = 206.02
- charge = 0
- HOMO level (eV) = -8.671
- SMILES = CC#C[C@H]1CS1
- E_tot (Ha) = -592.1934

[9]
Computed, not measured: one molecule with the formula C5H6S in a non-equilibrium geometry, with wB97M-V/def2-TZVPD.

The geometry in XYZ format:
```
12
Properties=species:S:1:pos:R:3
S -3.492 -0.440 -0.248
C 0.605 -0.002 0.207
C 1.643 -0.109 -0.782
C -1.898 -0.135 -0.278
C -0.909 -0.465 0.719
C 0.108 0.735 1.092
H 0.419 1.414 1.828
H -1.112 -1.073 1.587
H 2.151 -1.053 -0.900
H 1.427 0.166 -1.820
H -1.334 0.335 -1.030
H 2.392 0.626 -0.373
```

Values from the calculation:
- relative energy (zero: lowest compared OMol25 entry of this formula, charge and spin) (kJ/mol) = 112.69
- spin multiplicity = 3
- charge = 0
- HOMO level (spin up / spin down) (eV) = -6.068 / -8.892
- <S²> = 2.008
- E_tot (Ha) = -592.0754

[10]
Computed, not measured: one molecule with the formula C5H6S2 in a non-equilibrium geometry, with wB97M-V/def2-TZVPD.

The geometry in XYZ format:
```
13
Properties=species:S:1:pos:R:3
S -0.092 0.341 1.194
S 0.544 -2.462 0.630
C -0.010 -1.028 0.066
C 0.000 2.258 -0.854
C -0.407 -0.822 -1.366
C -0.784 1.737 0.286
C 0.508 2.703 -1.843
H 0.451 -0.410 -1.999
H 1.002 3.166 -2.667
H -0.824 2.516 1.043
H -0.582 -1.783 -1.785
H -1.785 1.556 -0.049
H -1.337 -0.206 -1.462
```

Values from the calculation:
- relative energy (zero: lowest compared OMol25 entry of this formula, charge and spin) (kJ/mol) = 164.35
- charge = 0
- HOMO level (eV) = -8.707
- SMILES = C#CCSC(C)=S
- E_tot (Ha) = -990.4024